{"formula": "C4H11NO", "method": "ωB97M-V with the def2-TZVPD basis set", "orbital_gap_ev": 10.48, "multiplicity": 1, "lumo_energy_ev": 1.0, "smiles": "C[C@H](N)[C@@H](C)O", "e_homo_ev": -9.5, "e_above_lowest_kj_mol": 79.5, "elements": ["C", "C", "C", "C", "O", "N", "H", "H", "H", "H", "H", "H", "H", "H", "H", "H", "H"], "positions_angstrom": [[0.291732, -0.753411, -1.354737], [0.845078, -0.179637, -0.056239], [-0.327198, 0.402056, 0.790985], [-0.860769, 1.704968, 0.270626], [-1.348436, -0.598310, 0.904550], [1.499473, -1.170155, 0.804464], [-0.479217, -1.471519, -1.088379], [-0.082708, 0.029810, -2.005543], [1.057466, -1.255435, -1.938026], [1.482109, 0.688675, -0.217769], [0.069454, 0.493680, 1.792524], [-1.925495, 1.739939, 0.507154], [-0.401144, 2.550655, 0.760850], [-0.639932, 1.755252, -0.793889], [-2.118949, -0.337391, 0.387573], [0.785222, -1.874570, 0.988566], [2.153309, -1.724601, 0.247283]], "atomic_forces_ev_per_a": [[0.5, 0.1, 0.1], [-1.0, 0.4, 0.6], [0.5, -1.0, 0.0], [0.0, -0.2, 0.0], [-0.3, 0.0, 0.1], [0.1, -0.6, -0.7], [-0.1, 0.0, -0.3], [-0.4, 0.1, -0.1], [0.2, -0.2, 0.0], [0.5, -0.2, -0.2], [0.1, 0.2, 0.3], [0.0, 0.3, -0.3], [0.2, 0.2, 0.1], [-0.5, 0.3, -0.1], [0.2, 0.0, 0.0], [-0.1, 0.2, 0.4], [0.2, 0.4, 0.1]]}



{"formula": "C4H11NO", "method": "ωB97M-V with the def2-TZVPD basis set", "orbital_gap_ev": 9.49, "multiplicity": 1, "lumo_energy_ev": 1.0, "smiles": "CCNCCO", "e_homo_ev": -8.5, "e_above_lowest_kj_mol": 171.0, "elements": ["C", "C", "N", "C", "C", "O", "H", "H", "H", "H", "H", "H", "H", "H", "H", "H", "H"], "positions_angstrom": [[-0.162855, -2.521574, 0.991317], [-0.674119, -1.123704, 0.582882], [0.307746, -0.056776, 0.514776], [0.371251, 0.669426, -0.760472], [0.028626, 2.114142, -0.549083], [-0.002762, 2.858318, -1.773720], [0.135261, -3.132095, 0.135293], [0.683542, -2.460969, 1.677876], [-0.893486, -3.082347, 1.573028], [-1.196812, -1.354051, -0.341365], [-1.348281, -0.797556, 1.403849], [1.128434, -0.228411, 1.061574], [1.305224, 0.514085, -1.302815], [-0.367987, 0.289468, -1.470307], [0.748626, 2.562657, 0.153440], [-0.878586, 2.397168, -0.014417], [0.816175, 3.352212, -1.881861]], "atomic_forces_ev_per_a": [[0.6, 0.1, 0.4], [-0.2, -0.8, 2.0], [-0.7, -0.2, -1.5], [-0.4, -0.7, 0.4], [1.0, 2.0, 0.5], [0.1, -0.1, -0.1], [0.1, 0.1, 0.1], [0.2, 0.1, -0.1], [-0.4, 0.1, -0.3], [-0.2, 1.0, -0.1], [-0.4, -0.5, -0.8], [0.4, 0.0, -0.4], [0.3, 0.5, 0.2], [-0.1, -0.3, 0.3], [0.4, -0.1, -0.3], [-0.6, -1.1, -0.3], [-0.1, -0.2, 0.0]]}



{"formula": "C4H11NO", "method": "ωB97M-V with the def2-TZVPD basis set", "orbital_gap_ev": 10.06, "multiplicity": 1, "lumo_energy_ev": 0.9, "smiles": "CC[C@H](O)CN", "e_homo_ev": -9.2, "e_above_lowest_kj_mol": 158.2, "elements": ["C", "C", "C", "C", "H", "H", "H", "H", "H", "H", "H", "H", "H", "H", "H", "N", "O"], "positions_angstrom": [[-1.767343, -0.435946, 0.022583], [-0.803476, 0.799847, -0.385584], [0.431913, 0.664582, 0.513231], [1.049151, -0.680151, 0.679132], [-1.349115, -1.432381, -0.275294], [-2.776658, -0.313980, -0.433440], [-2.032536, -0.411828, 1.064101], [-1.277390, 1.817625, -0.023352], [-0.522664, 0.835911, -1.483635], [0.223056, 1.039862, 1.528821], [1.134021, 2.180406, -0.752779], [1.973664, -0.598793, 1.280004], [0.284142, -1.353704, 1.206085], [0.575496, -1.505228, -1.190186], [1.996392, -0.662143, -1.062966], [1.415118, -1.338299, -0.557103], [1.446226, 1.394219, -0.129626]], "atomic_forces_ev_per_a": [[-0.5, 1.2, -2.0], [-1.7, -0.5, 1.8], [-0.1, 1.1, -1.0], [-1.2, -2.2, 0.8], [-0.4, 1.0, 0.3], [0.8, -0.2, -0.2], [0.5, -0.1, 0.7], [0.6, -1.9, -1.2], [-0.5, -0.2, 1.4], [-0.1, 0.2, -0.2], [0.5, -2.6, 2.3], [-0.6, 0.0, 0.0], [1.3, 0.9, -0.3], [1.4, 0.3, 1.2], [-0.2, -0.4, 0.0], [-0.8, 0.0, -1.7], [0.8, 3.5, -1.9]]}



{"formula": "C4H11NO", "method": "ωB97M-V with the def2-TZVPD basis set", "orbital_gap_ev": 9.44, "multiplicity": 1, "lumo_energy_ev": 1.0, "smiles": "C=CON.CC", "e_homo_ev": -8.4, "e_above_lowest_kj_mol": 626.5, "elements": ["C", "C", "C", "C", "H", "H", "H", "H", "H", "H", "H", "H", "N", "O", "H", "H", "H"], "positions_angstrom": [[1.072023, -0.607714, -0.686378], [0.141019, -1.555452, -1.416318], [0.254765, 0.815817, 1.062943], [1.146500, 1.783532, 1.237504], [1.635465, -1.090675, 0.107122], [1.742744, -0.046716, -1.335876], [-0.077853, 0.109047, 1.810498], [-0.492933, -1.010079, -2.117183], [-0.518809, -2.062191, -0.710070], [0.725325, -2.307202, -1.956536], [1.482505, 2.409359, 0.421438], [1.551669, 1.953352, 2.227508], [-2.179605, 0.087145, 0.672093], [-1.252371, 1.042339, 0.169624], [0.247821, 0.256948, -0.363787], [-2.959207, 0.640702, 1.023336], [-2.519058, -0.418212, -0.145917]], "atomic_forces_ev_per_a": [[-2.0, 1.3, -0.4], [0.4, -0.4, -0.2], [-2.8, 1.9, 1.1], [-0.4, -0.2, -0.6], [-0.2, 0.3, 0.2], [0.1, -0.1, -0.1], [0.0, -0.2, -0.2], [0.1, -0.1, -0.1], [0.1, -0.1, 0.0], [-0.3, -0.1, -0.1], [-0.3, 0.3, 0.1], [0.3, -0.4, -0.1], [0.4, 0.3, -0.2], [2.1, -0.4, 1.2], [2.4, -2.3, -0.8], [0.1, -0.1, 0.0], [0.1, 0.1, 0.1]]}



{"formula": "C4H11NO", "method": "ωB97M-V with the def2-TZVPD basis set", "orbital_gap_ev": 9.37, "multiplicity": 1, "lumo_energy_ev": 1.0, "smiles": "C=CN.CCO", "e_homo_ev": -8.3, "e_above_lowest_kj_mol": 221.2, "elements": ["C", "C", "N", "H", "H", "H", "H", "H", "H", "C", "O", "C", "H", "H", "H", "H", "H"], "positions_angstrom": [[1.516209, 0.043295, 1.255572], [2.500559, 0.608590, 0.482852], [0.412598, 0.694166, 1.880036], [1.481978, -1.065143, 1.383791], [3.468144, 0.193379, 0.077362], [2.380910, 1.696221, 0.322154], [0.502480, 1.691909, 2.007635], [0.133732, 0.117950, 2.727159], [-1.739223, 0.316865, 0.466677], [-1.759698, -0.984232, -0.952519], [-1.842307, -0.631632, 0.470553], [-0.888072, -0.084621, -1.747851], [-1.414547, -2.038329, -0.966148], [-2.751946, -0.856134, -1.460589], [-0.934147, -0.547874, -2.761112], [-1.201263, 0.964614, -1.956929], [0.134591, -0.119025, -1.228641]], "atomic_forces_ev_per_a": [[1.1, -0.2, -0.9], [-0.8, 0.5, 0.9], [0.7, -1.9, 0.5], [0.1, 1.0, 0.1], [-1.7, -0.1, 0.6], [0.3, -0.5, 0.1], [0.1, -0.2, 0.3], [0.2, 1.6, -1.5], [0.2, 0.4, 0.4], [-1.8, 0.3, 1.0], [-0.2, -0.7, -1.7], [2.1, -0.1, -0.4], [-0.3, 0.7, -0.2], [0.2, -0.8, 0.8], [0.8, 0.3, 0.5], [-0.1, -0.7, 0.8], [-1.0, 0.3, -1.4]]}



{"formula": "C4H11NO", "method": "ωB97M-V with the def2-TZVPD basis set", "orbital_gap_ev": 11.09, "multiplicity": 1, "lumo_energy_ev": 1.0, "smiles": "NC=O.CCC", "e_homo_ev": -10.1, "e_above_lowest_kj_mol": 79.9, "elements": ["C", "C", "C", "H", "H", "H", "H", "H", "H", "H", "H", "C", "N", "O", "H", "H", "H"], "positions_angstrom": [[1.298468, -1.708841, -1.939675], [2.314811, -0.949820, -1.116390], [1.783177, -0.689873, 0.329358], [0.413590, -1.167077, -2.252862], [1.744037, -2.025665, -2.916568], [0.960798, -2.673736, -1.523061], [3.217985, -1.583343, -1.077423], [2.605606, -0.024128, -1.645962], [2.340965, 0.076306, 0.859466], [1.886255, -1.629334, 0.900821], [0.713989, -0.422932, 0.299901], [-1.563564, 1.401679, 1.179071], [-2.728281, 0.845950, 1.597695], [-1.312766, 1.537075, 0.005124], [-0.674823, 1.307603, 1.922779], [-3.364258, 0.504783, 0.883035], [-3.080647, 0.732968, 2.531334]], "atomic_forces_ev_per_a": [[0.2, -1.2, -1.7], [-0.1, 0.0, 0.6], [0.1, -0.6, -0.7], [-0.2, 0.4, 0.4], [-0.1, 0.3, 0.6], [0.2, 0.5, 0.4], [-0.2, 0.4, 0.2], [-0.2, -0.3, 0.4], [0.0, 0.1, 0.0], [-0.2, 0.4, -0.1], [0.4, 0.0, 0.0], [1.9, -2.4, 0.4], [-1.1, -0.1, -0.1], [-0.1, 0.8, -0.1], [-1.5, 1.0, -0.4], [0.3, 0.5, 0.0], [0.6, 0.2, 0.2]]}



{"formula": "C4H11NO", "method": "ωB97M-V with the def2-TZVPD basis set", "orbital_gap_ev": 8.87, "multiplicity": 1, "lumo_energy_ev": 0.8, "smiles": "CC(C)=CN.O", "e_homo_ev": -8.1, "e_above_lowest_kj_mol": 132.3, "elements": ["C", "C", "C", "N", "C", "H", "H", "H", "H", "H", "H", "H", "H", "H", "H", "H", "O"], "positions_angstrom": [[-1.147962, 0.988670, -0.552462], [0.097720, 0.135420, -0.528267], [0.147427, -1.158478, -0.843974], [-0.964710, -1.987626, -0.992644], [1.349657, 0.971475, -0.342499], [-1.896372, 0.560421, -1.216195], [-0.927816, 1.991439, -0.915250], [-1.625857, 1.138790, 0.418535], [1.066562, -1.566689, -1.255848], [-0.858609, -2.917119, -0.614717], [-1.864782, -1.592263, -0.736721], [1.548144, 1.475856, 0.606119], [1.224516, 1.813049, -1.043408], [2.253878, 0.501002, -0.718936], [0.542118, -0.645480, 2.369576], [0.642274, 0.605204, 3.083575], [0.413809, -0.313671, 3.283119]], "atomic_forces_ev_per_a": [[-0.5, -0.5, 0.5], [0.6, 1.1, 0.4], [-0.3, 0.2, -0.2], [-0.5, -0.1, -0.3], [0.0, 0.6, -1.8], [-0.2, 0.0, -0.1], [0.2, -0.1, -0.1], [0.0, -0.1, 0.1], [0.2, -0.3, 0.8], [0.1, 0.1, -0.1], [0.4, -0.1, 0.1], [-0.3, -0.5, 0.3], [0.2, 0.1, 0.2], [0.2, -0.4, 0.4], [-0.3, -0.4, 0.7], [-0.1, 0.1, 0.7], [0.4, 0.3, -1.4]]}



Number 1: total energy -7863.7293 eV. Number 2: total energy -7862.7812 eV. Number 3: total energy -7862.9136 eV. Number 4: total energy -7858.0606 eV. Number 5: total energy -7862.2610 eV. Number 6: total energy -7863.7259 eV. Number 7: total energy -7863.1824 eV.